ORCA calculation (ωB97M-V/def2-TZVPD) on an isolated molecule of C6H9N.

The HOMO energy is -0.3103 Ha. The SMILES is C=CN1CC12CC2. The maximum force is 0.27 eV/A. As for the energy relative to the best compared isomer or geometry (same formula, charge and spin): 74.5 kcal/mol.

```
! RIJCOSX wB97M-V def2-TZVPD def2/J DEFGRID3
* xyz 0 1
H -1.10 2.22 -0.99
H 1.87 -0.18 -1.69
C 1.68 1.03 0.19
C -1.49 -0.80 0.42
H -0.43 -1.28 2.17
C 0.35 0.66 -0.34
C -1.15 -1.60 1.43
H 1.83 0.86 1.26
C -0.85 1.16 -1.01
H -1.61 -2.58 1.56
H -2.26 -1.08 -0.30
N -0.93 0.48 0.28
H -1.18 0.62 -1.90
H 2.21 1.88 -0.22
C 1.49 -0.22 -0.67
H 1.57 -1.19 -0.19
*
```

For reference, the Löwdin charges in units of e are: 0.11 0.10 -0.06 -0.20 0.06 -0.44 0.01 0.10 -0.05 0.05 0.11 -0.03 0.11 0.10 -0.06 0.10